45
Properties=species:S:1:pos:R:3:forces:R:3:mulliken_charge:R:1 method="wB97M-V/def2-TZVPD" homo_ev=-4.9846 orbital_gap_ha=0.143 charge=-1 total_energy_ha=-2537.8891 spin_multiplicity=1 fmax_ev_per_a=4.9
O -28.49399 -3.03244 16.56473 -1.74 1.13 0.34 -0.581
V -29.79526 -2.18785 16.87840 -1.32 -0.66 -3.32 1.761
O -30.71554 -2.11958 15.52888 2.55 -0.21 3.37 -0.578
C -28.51215 2.93345 16.96454 -2.03 -3.27 0.32 -0.107
O -27.87586 2.03743 16.06417 1.78 0.03 -1.20 -0.197
O -29.38487 2.01837 17.67783 2.11 3.15 -0.85 -0.798
C -27.47611 3.78173 17.75208 -0.48 -1.56 1.68 0.771
F -26.51277 4.42023 17.10065 0.88 0.07 -1.49 -0.281
F -28.07011 4.76470 18.40979 -1.25 0.76 0.78 -0.290
F -26.84790 3.02709 18.67769 0.22 -0.22 0.08 -0.288
C -27.09699 2.55620 14.96579 -0.17 -0.89 0.24 -0.145
C -26.61128 1.36909 14.12209 -0.19 0.54 0.54 -1.215
H -26.22358 1.75201 13.17808 -0.05 -0.09 -0.13 0.380
H -25.80518 0.82607 14.61548 -0.17 -0.15 0.07 0.296
H -27.48015 0.73309 13.95280 0.21 -0.21 -0.16 0.276
H -26.24034 3.13326 15.31404 -0.11 0.14 -0.09 0.282
H -27.72083 3.14633 14.29448 -0.20 0.49 0.17 0.249
H -29.01483 3.66883 16.33633 -0.67 0.44 -0.04 0.217
C -33.07715 -5.75364 18.62025 2.48 3.68 2.04 -0.265
O -31.79125 -6.22470 18.16776 -1.51 -0.34 -0.86 -0.130
O -32.77152 -4.35788 18.82265 -2.05 -2.20 -1.30 -0.791
C -34.33158 -6.30988 17.79140 3.12 -0.17 -0.15 0.882
F -34.84082 -7.42115 18.46933 0.18 1.25 -1.14 -0.280
F -35.25612 -5.48322 17.44414 -2.33 1.48 1.39 -0.260
F -33.88065 -6.64991 16.57649 0.70 -1.91 -0.56 -0.281
C -31.41333 -7.50733 18.54057 0.57 -0.89 -1.61 -0.208
C -30.20801 -7.82808 17.60403 0.49 -0.06 1.59 -1.213
H -29.40827 -7.13674 17.86967 0.04 0.26 -0.29 0.272
H -29.77373 -8.80509 17.81608 -0.20 -0.28 0.05 0.401
H -30.39205 -7.77377 16.53106 -0.49 0.20 0.24 0.275
H -32.14882 -8.28946 18.35234 -0.59 0.08 -0.13 0.266
H -31.23381 -7.54328 19.61508 0.63 -0.08 0.18 0.337
H -33.19542 -6.13605 19.63410 -0.41 -0.51 0.28 0.243
C -35.59222 -1.22623 11.94694 -0.94 -0.17 -0.17 -0.485
O -34.68858 -0.17028 12.08566 0.57 0.43 0.04 -0.503
H -35.86194 -1.70244 12.88959 0.09 -0.01 0.09 0.245
H -36.50141 -0.79653 11.52642 -0.17 -0.01 0.06 0.203
H -35.28891 -1.99570 11.23700 0.45 -0.09 0.03 0.225
H -34.13202 -0.28946 12.85873 0.00 -0.15 -0.04 0.315
C -26.45022 -3.60365 21.71902 0.72 0.00 -0.16 -0.467
O -27.54628 -2.78455 21.48283 -1.21 0.42 -0.22 -0.488
H -25.66320 -3.01755 22.19356 0.39 -0.21 -0.04 0.249
H -26.64234 -4.49150 22.32144 -0.29 -0.04 0.18 0.233
H -26.13688 -3.93998 20.73069 0.29 -0.04 0.13 0.182
H -27.77940 -2.26236 22.25391 0.09 -0.11 0.07 0.291